Formula: C6H8N2O
Source: OMol25
Level of theory: ωB97M-V with the def2-TZVPD basis set

Geometry (Å):
C: -0.295697 0.900719 -1.963423
C: 0.649336 0.191684 -1.409713
C: -0.724490 1.521487 1.012983
C: -1.681797 -0.732176 1.418339
C: 2.246187 -1.275738 -0.359200
C: -0.869436 0.497099 1.775123
N: -1.031020 1.586312 -2.668551
N: 0.913218 -0.821099 -0.726717
O: -0.349824 2.442860 0.406677
H: -2.422162 -0.464069 0.566250
H: -2.259852 -0.975864 2.319798
H: -0.944149 -1.372156 1.053730
H: 2.791435 -0.384432 0.073832
H: 2.832732 -1.789294 -1.207775
H: 2.164571 -2.129226 0.262861
H: -0.606778 2.236768 -3.248214
H: -0.412274 0.567125 2.694000

Atomic forces in eV per Å
1.0057 -0.1745 -0.5710
-2.0283 -0.5468 0.2893
1.5466 1.4074 -0.2637
-1.9806 2.7116 -0.5852
0.7891 0.3729 -1.1946
-1.9391 -0.9155 -1.1846
-0.5422 -1.2410 1.5537
1.6573 -0.0393 -0.5240
-0.7172 0.2329 -0.1104
1.2033 -0.6404 1.4071
0.2787 -0.6948 -0.5462
0.5199 -2.0299 -0.3473
-0.2131 -1.3961 -0.2894
-0.8325 1.4355 0.5760
-0.1980 -0.3153 1.4285
0.4245 1.6640 -1.5869
1.0258 0.1694 1.9489

Calculated values
- Energy relative to the best compared isomer or geometry (same formula, charge and spin): 34.2 kcal per mole
- Expectation value of S²: 2.023
- Spin multiplicity: 3
- Gap between HOMO and LUMO (spin up / spin down): 0.2740 / 0.2627 hartree

Formula: C6H8N2O12S3Zn
Source: OMol25
Level of theory: ωB97M-V with the def2-TZVPD basis set

Geometry (Å):
Zn: -0.262084 0.587137 1.164933
S: -0.923083 3.107600 0.693896
O: -2.022334 3.368323 -0.248537
O: -0.339128 4.354523 1.208079
O: -1.404161 2.254960 1.831237
O: 0.108177 2.236358 0.054215
S: -2.478572 -0.282233 -1.346357
O: -1.480744 -0.109368 -0.221651
O: -3.797991 0.207303 -0.880029
O: -2.078807 0.531991 -2.508841
O: -2.527741 -1.709976 -1.702750
S: 2.324662 0.673654 1.895179
O: 3.108552 -0.103794 2.887261
O: 1.641072 -0.165108 0.845477
O: 1.144907 1.279315 2.587271
O: 3.186971 1.694462 1.281399
C: -1.796802 -2.905525 3.972042
C: -1.147596 -1.925318 3.130429
N: -0.589989 -1.173552 2.473453
H: -1.763512 -2.515747 4.989547
H: -1.332654 -3.871851 3.775653
H: -2.852909 -3.047989 3.734489
N: 1.053015 0.153569 -2.030196
C: 0.636877 -0.959226 -2.667967
C: 1.497166 -1.158284 -3.745816
C: 2.448675 -0.104752 -3.727253
C: 2.188224 0.641186 -2.597536
H: 0.536770 0.658777 -1.301610
H: -0.293573 -1.453986 -2.436267
H: 1.301320 -1.852155 -4.554227
H: 3.262317 0.090404 -4.415885
H: 2.652975 1.499303 -2.139640

Atomic forces in eV per Å
-0.2202 0.6292 -0.1432
-1.0944 0.5127 -0.5692
0.2897 0.4255 0.3153
0.1641 0.3726 0.0518
-0.5802 -0.3499 0.7619
0.8498 0.4259 -0.9495
-1.0678 2.1014 0.0295
-0.0327 -0.8641 -0.3174
-0.1046 -0.7597 0.2860
0.4882 -0.4768 -0.0501
0.1023 -1.1496 -0.0803
0.0968 0.9627 0.5042
0.0782 -0.6950 -0.2649
0.9406 -0.8802 -0.1789
0.2063 0.1533 0.7966
0.1151 -0.3058 -0.0476
-0.4978 -0.0019 -0.1306
0.0928 0.2789 -0.5338
-0.4484 -0.2228 0.2937
0.2921 -0.5773 0.1926
0.2271 0.0008 0.6180
0.0279 0.3404 -0.2891
0.1668 0.0877 0.3462
0.2125 0.2470 -0.8924
-0.5852 -0.0820 -0.0457
0.6231 0.0248 0.2154
-0.7391 0.3050 -0.0226
0.1049 -0.2919 -0.0490
-0.0090 0.0829 0.1972
0.1716 -0.1423 0.0879
0.0299 -0.1573 -0.0089
0.0997 0.0061 -0.1231

Calculated values
- Energy relative to the best compared isomer or geometry (same formula, charge and spin): 28.4 kcal per mole
- Charge: -4
- Spin multiplicity: 1
- Gap between HOMO and LUMO: 0.1319 hartree

Formula: C6H8N2O2
Source: OMol25
Level of theory: ωB97M-V with the def2-TZVPD basis set

Geometry (Å):
H: 1.137121 1.197144 0.042075
N: 1.687479 0.567237 -0.575351
C: 1.389237 -0.588974 -0.199954
C: 0.535976 -1.135755 0.909771
C: 0.045893 -0.122105 1.877025
C: -0.861079 0.784991 1.635966
C: -1.384013 0.937548 0.349402
C: -1.127215 0.259206 -0.740845
N: -0.972473 -0.013115 -1.974582
O: -1.511960 -0.940901 -2.588164
O: -0.009069 0.705213 -2.749456
H: 1.913733 -1.500964 -0.662133
H: 1.269156 -1.734336 1.432506
H: -0.256311 -1.699320 0.445709
H: 0.603429 -0.007798 2.831186
H: -0.967212 1.641277 2.228462
H: -2.285207 1.473126 0.433149
H: 0.792517 0.177526 -2.694766

Atomic forces in eV per Å
0.4740 0.1785 -0.6077
-0.2379 0.5319 0.9293
1.5765 -2.4531 -0.7077
0.5148 1.0271 0.7514
1.8104 -0.4903 1.9121
1.5340 0.0479 -0.2450
-1.8133 -0.9589 -1.4195
0.4325 1.0855 -1.2710
-0.0730 -0.3826 0.0796
-0.2553 -0.6720 -0.1405
-1.0782 0.8207 0.5378
-0.5898 1.4095 -0.0188
-0.2583 -0.8715 0.1640
-0.2946 -0.6201 -0.0115
-0.4349 -0.4758 -0.6036
-0.5303 0.7200 1.3993
-1.1391 1.3508 -0.9912
0.3626 -0.2477 0.2428

Calculated values
- Energy relative to the best compared isomer or geometry (same formula, charge and spin): 179.0 kcal per mole
- Spin multiplicity: 1
- Gap between HOMO and LUMO: 0.3229 hartree

Formula: C6H8N2O2
Source: OMol25
Level of theory: ωB97M-V with the def2-TZVPD basis set

Geometry (Å):
N: -3.986528 -0.915909 0.632849
C: -2.967547 -0.600805 -0.363653
C: -2.260262 0.668729 -0.034881
C: -0.941275 1.018240 0.123288
C: -0.931158 2.414790 0.489788
C: -2.228675 2.807733 0.461426
O: -3.024103 1.764727 0.118610
C: 0.207257 0.146203 0.062802
N: 0.818862 -0.766088 0.595388
H: -4.782393 -0.289883 0.543371
H: -4.337621 -1.856957 0.482871
H: -2.220535 -1.403557 -0.372094
H: -3.369078 -0.513235 -1.389865
H: -0.072645 3.044851 0.706550
H: -2.732056 3.730862 0.730959
O: 1.124909 -0.301347 -1.643209
H: 1.478507 -1.143722 -0.667297
H: 0.344681 -0.355272 -2.204538

Atomic forces in eV per Å
-0.2012 -0.0166 -0.0128
0.1601 -0.1084 -0.3395
0.5947 0.0573 -0.2960
0.1749 0.4565 -0.1870
-0.2340 0.3638 -0.3699
0.5894 0.1694 0.3189
-0.4189 -0.2282 0.3002
1.4986 -3.6950 2.6058
-1.2347 2.1578 -1.0509
0.1710 -0.0533 0.0365
0.0863 0.1369 0.0334
-0.1216 0.1781 0.0117
0.1022 -0.0433 0.1708
-0.2536 -0.3160 -0.0374
0.1674 -0.2876 -0.2478
0.7567 0.2592 0.5438
-2.0231 2.0381 -1.0671
0.1858 -1.0688 -0.4126

Calculated values
- Energy relative to the best compared isomer or geometry (same formula, charge and spin): 109.3 kcal per mole
- Spin multiplicity: 1
- Gap between HOMO and LUMO: 0.3487 hartree

Formula: C6H8N2O2
Source: OMol25
Level of theory: ωB97M-V with the def2-TZVPD basis set

Geometry (Å):
O: -4.321182 -0.859674 -1.044783
C: -3.100847 -0.795133 -1.173373
C: -2.209779 -2.029883 -1.182568
C: -0.919044 -1.646733 -0.802063
N: -0.423566 -0.490360 -0.496246
C: -1.034062 0.698771 -0.606174
O: -0.498506 1.806173 -0.157820
N: -2.444315 0.490966 -0.932019
H: -2.470488 -3.018708 -1.449118
H: -0.101916 -2.418425 -0.839416
H: 0.499643 -0.595049 0.356697
H: -3.023122 1.361464 -0.991610
C: 2.832686 1.144380 1.165234
C: 3.852311 1.382326 1.918515
H: 2.460539 1.949385 0.547176
H: 2.377091 0.106583 1.086789
H: 4.252668 2.368839 2.114351
H: 4.271887 0.545078 2.486428

Atomic forces in eV per Å
1.6377 0.5223 -1.0727
-1.3557 -0.9314 2.0790
2.6519 5.0551 0.7215
-1.8470 -6.4009 -2.2107
5.7514 1.6627 4.3364
-1.3079 4.6554 2.9964
-2.6840 -4.8449 -2.6644
1.6747 0.6151 -0.6505
-0.4328 -0.5070 -0.1847
-1.1452 0.4278 0.3992
-3.6332 1.1570 -3.9069
0.6833 -1.3873 0.1428
-1.8084 -0.9735 -1.6684
1.5565 -0.7135 2.0623
-0.6389 -0.2156 -0.0475
0.6963 1.4407 -0.0263
0.1207 -0.0346 -0.3366
0.0804 0.4725 0.0312

Calculated values
- Energy relative to the best compared isomer or geometry (same formula, charge and spin): 70.4 kcal per mole
- Spin multiplicity: 1
- Gap between HOMO and LUMO: 0.3450 hartree

Formula: C6H8N2O3
Source: OMol25
Level of theory: ωB97M-V with the def2-TZVPD basis set

Geometry (Å):
C: -2.350919 0.897731 -0.003911
C: -2.519047 -0.552810 0.137363
C: -0.214430 -0.042978 0.190252
C: -3.231921 1.871933 -0.179776
C: 3.513578 0.201883 -0.144370
C: 3.679156 -1.108368 -0.085826
N: -0.892534 1.082304 -0.039710
N: -1.143879 -1.017066 0.187444
O: -3.442602 -1.283948 0.357606
O: 2.448174 0.988058 -0.118696
O: -0.665689 -2.292279 0.180001
H: -2.833283 2.810701 -0.510766
H: -4.223637 1.596392 0.035216
H: -1.335290 -3.103498 0.284210
H: 4.724700 -1.618490 -0.323574
H: 2.956393 -1.775514 0.372909
H: -0.419791 2.009071 0.023248
H: 1.550273 0.497404 -0.073583
H: 4.400753 0.839482 -0.288038

Atomic forces in eV per Å
2.1505 1.1301 -0.6056
1.5644 -1.7827 1.4698
0.0562 -0.1319 -0.6081
1.3516 -1.1755 0.1734
1.8768 0.8016 -0.8028
1.9217 -2.0609 0.3483
-1.1555 1.1031 0.2763
-1.0709 0.9421 -0.2102
-0.5467 0.2856 -0.5851
-2.1735 -0.1165 0.4613
-0.9316 -3.3549 0.2388
-0.4899 0.5988 0.2417
-1.3655 0.3218 -0.2767
1.1383 3.4870 -0.1500
-2.3063 1.5460 0.7647
-0.3170 -0.0094 -0.6279
-0.8198 -1.2760 -0.0951
1.3972 0.0533 0.2681
-0.2801 -0.3617 -0.2807

Calculated values
- Energy relative to the best compared isomer or geometry (same formula, charge and spin): 129.4 kcal per mole
- Spin multiplicity: 1
- Gap between HOMO and LUMO: 0.2659 hartree